Entry 1:
Molecular formula: C34H45BIN3O3P
Method: DFT, the ωB97M-V functional and the def2-TZVPD basis

- LUMO energy (Eh) = 0.0674
- energy relative to the best compared isomer or geometry (same formula, charge and spin) (kcal per mole) = 0.0
- net charge = -1
- Kohn-Sham gap (eV) = 4.70
- molar mass (Da) = 712.4

XYZ file:
```
88
Properties=species:S:1:pos:R:3:mulliken_charge:R:1
C -9.12 -1.53 4.36 0.00
C -7.98 -1.22 4.03 -0.80
C -6.60 -0.51 3.75 -0.08
C -6.26 -0.45 2.18 -0.61
C -5.18 0.71 1.95 -1.22
C -3.99 0.32 1.00 0.45
C -4.22 0.22 -0.49 -0.72
C -3.13 -0.13 -1.47 0.35
C -3.50 -0.17 -3.00 -0.48
C -4.25 1.18 -3.48 -1.16
C -1.75 -0.42 -1.00 0.57
C -1.47 -0.31 0.49 0.51
C -2.57 0.04 1.47 -0.91
N -2.34 0.11 2.92 -0.01
C -2.97 -1.03 3.64 0.10
C -2.12 -2.37 3.63 -0.55
C -2.18 -3.17 2.26 -0.73
C 0.02 -0.58 0.97 0.29
O 0.17 -1.03 2.10 -0.48
C 1.16 -0.20 -0.02 0.48
C 0.88 -0.30 -1.54 0.10
C 1.94 0.08 -2.62 -0.89
C 1.47 -0.05 -4.13 -0.48
C 1.97 -1.40 -4.75 -0.49
C 2.18 -2.40 -5.41 -0.17
C 3.31 0.54 -2.25 0.84
B 4.43 0.91 -3.37 0.76
O 5.82 0.53 -3.18 -0.63
N 4.12 1.60 -4.66 0.09
C 4.95 2.84 -4.83 -1.00
C 4.65 0.66 -5.72 -1.06
C 3.61 0.68 -0.66 -0.79
C 5.05 1.24 -0.16 -0.42
N 5.27 2.66 -0.60 -0.76
C 2.52 0.32 0.40 0.17
P 2.84 0.51 2.25 0.01
C 1.50 1.55 3.07 -0.26
C 2.24 2.69 3.94 -1.12
C 3.04 -1.17 3.08 -0.47
C 4.54 -1.75 2.97 -0.86
C -0.53 -0.83 -1.91 -0.60
O -0.78 -1.59 -2.86 -0.60
H -10.04 -1.76 4.96 0.36
H -5.80 -1.07 4.33 0.21
H -6.60 0.54 4.19 0.33
H -5.79 -1.45 1.93 0.26
H -7.22 -0.31 1.59 0.47
H -5.74 1.59 1.49 0.49
H -4.85 1.05 2.98 0.23
H -5.26 0.42 -0.90 0.23
H -4.22 -1.03 -3.14 0.41
H -2.62 -0.29 -3.69 0.15
H -5.38 1.07 -3.49 0.24
H -3.88 2.05 -2.88 0.35
H -3.90 1.37 -4.55 0.39
H -2.76 0.95 3.32 0.47
H -4.01 -1.29 3.29 -0.41
H -3.08 -0.72 4.74 0.45
H -1.06 -2.23 4.00 0.14
H -2.61 -3.04 4.42 0.52
H -3.02 -2.73 1.62 0.12
H -2.39 -4.28 2.40 0.41
H -1.24 -3.09 1.64 0.03
H 0.35 0.06 -4.23 0.22
H 1.91 0.78 -4.78 0.33
H 2.23 -3.27 -6.13 0.39
H 5.91 -0.41 -3.41 0.31
H 6.01 2.74 -4.46 0.28
H 5.03 3.01 -5.96 0.40
H 4.41 3.77 -4.45 0.23
H 4.71 -0.40 -5.32 0.35
H 5.73 0.93 -6.01 0.36
H 4.02 0.66 -6.66 0.21
H 5.14 1.24 0.96 0.33
H 5.90 0.60 -0.54 0.42
H 4.39 3.14 -0.76 0.30
H 5.87 2.68 -1.43 0.29
H 0.74 0.97 3.68 0.24
H 0.94 2.11 2.26 0.22
H 1.43 3.37 4.35 0.38
H 2.91 3.33 3.28 0.27
H 2.91 2.26 4.74 0.30
H 2.72 -1.14 4.17 0.43
H 2.39 -1.98 2.60 0.13
H 5.27 -1.04 3.45 0.28
H 4.51 -2.77 3.47 0.38
H 4.72 -1.91 1.86 0.10
I 4.55 -1.26 -1.25 -0.40
```

=====

Entry 2:
Molecular formula: C34H45BrF3N2O9PPdS2
Method: DFT, the ωB97M-V functional and the def2-TZVPD basis

- LUMO energy (spin up / spin down) (Eh) = 0.1465 / 0.1465
- spin multiplicity = 3
- energy relative to the best compared isomer or geometry (same formula, charge and spin) (kcal per mole) = 14.7
- net charge = -2
- Kohn-Sham gap (spin up / spin down) (eV) = 6.99 / 7.19
- molar mass (Da) = 964.2

XYZ file:
```
98
Properties=species:S:1:pos:R:3:mulliken_charge:R:1
Pd -0.09 0.14 0.56 1.37
C -4.76 -0.28 -6.17 -1.45
C -4.52 -0.21 -4.69 1.10
C -5.58 -0.20 -3.79 -0.88
C -5.36 -0.15 -2.43 -1.21
C -4.06 -0.09 -1.93 -0.13
C -2.99 -0.09 -2.81 0.66
C -3.23 -0.16 -4.18 -1.21
S -3.83 -0.02 -0.15 1.39
O -4.08 1.38 0.16 -0.77
O -4.84 -0.95 0.34 -0.89
N -2.37 -0.42 0.20 0.00
C -2.05 -1.82 -0.10 -1.43
C -0.99 -1.93 -1.22 0.98
O -1.02 -2.87 -2.00 -0.82
O -0.12 -0.98 -1.25 -0.68
H -5.81 -0.45 -6.40 0.36
H -4.18 -1.08 -6.63 0.34
H -4.46 0.65 -6.66 0.27
H -6.60 -0.24 -4.17 0.29
H -6.18 -0.17 -1.73 0.46
H -1.98 -0.04 -2.44 0.30
H -2.38 -0.20 -4.86 0.46
H -2.93 -2.41 -0.38 0.48
H -1.63 -2.28 0.80 0.35
Br 6.55 -2.71 2.54 -0.23
C 6.01 -1.38 1.29 -0.05
C 6.98 -0.75 0.53 -0.19
N 6.69 0.20 -0.35 -0.70
C 5.41 0.54 -0.48 -0.15
C 4.37 -0.05 0.23 0.15
C 4.68 -1.04 1.15 -0.37
C 2.93 0.40 0.01 0.29
O 2.06 -0.38 0.49 -0.98
O 2.75 1.48 -0.57 -0.61
H 8.03 -1.03 0.64 0.35
H 5.18 1.32 -1.19 0.57
H 3.89 -1.50 1.73 0.46
C 2.65 5.71 1.67 -0.87
C 2.30 4.66 2.73 -0.89
C 1.62 3.43 2.11 -0.38
C 0.79 3.83 0.89 1.30
C 1.73 4.32 -0.23 -0.51
C 2.97 5.03 0.35 -0.86
P -0.43 2.51 0.44 0.56
C -1.87 2.85 1.53 1.70
C -2.23 4.33 1.82 -1.27
C -1.86 4.72 3.25 -0.41
C -2.71 3.92 4.25 -0.93
C -2.96 2.48 3.75 -1.01
C -1.84 2.03 2.83 -0.32
C -1.08 2.84 -1.25 1.89
C -1.69 4.23 -1.49 -0.78
C -1.80 4.55 -2.99 -1.11
C -2.02 3.27 -3.79 -0.24
C -0.75 2.42 -3.74 -1.12
C -0.08 2.45 -2.35 -0.72
H 3.49 6.32 2.01 0.53
H 1.81 6.40 1.53 0.25
H 1.65 5.10 3.49 0.24
H 3.21 4.33 3.25 0.49
H 1.02 2.91 2.86 -0.12
H 2.36 2.70 1.78 0.11
H 0.17 4.68 1.19 0.55
H 1.19 5.00 -0.89 0.31
H 2.07 3.47 -0.81 -0.10
H 3.34 5.76 -0.38 0.56
H 3.76 4.30 0.49 0.24
H -2.68 2.42 0.94 -0.60
H -3.31 4.46 1.69 0.59
H -1.77 5.02 1.11 0.45
H -2.00 5.79 3.41 0.57
H -0.80 4.51 3.41 -0.24
H -3.66 4.43 4.41 0.38
H -2.20 3.89 5.22 0.36
H -3.90 2.43 3.20 0.35
H -3.05 1.80 4.60 0.44
H -1.96 0.97 2.58 0.13
H -0.88 2.11 3.35 -0.04
H -1.90 2.10 -1.29 -1.15
H -1.11 5.01 -0.99 0.06
H -2.69 4.24 -1.04 0.34
H -0.87 5.02 -3.34 0.36
H -2.60 5.27 -3.16 0.56
H -2.28 3.49 -4.83 0.54
H -2.86 2.72 -3.37 -0.01
H -0.03 2.79 -4.48 0.51
H -0.98 1.39 -4.01 0.14
H 0.74 3.16 -2.36 0.66
H 0.37 1.48 -2.11 -0.04
F 0.78 -0.45 5.88 -0.25
C 0.10 -1.08 4.90 0.42
F -1.12 -0.54 4.85 -0.21
F -0.04 -2.37 5.28 -0.23
S 0.98 -0.95 3.28 1.04
O 0.91 0.47 2.99 -0.66
O 2.29 -1.47 3.58 -0.64
O 0.15 -1.73 2.39 -0.76
```

=====

- molar mass of number 1 (C34H45BIN3O3P)?
  712.4 Da

=====

- What is the formula in the second record?
  C34H45BrF3N2O9PPdS2

=====

- Look up the net charge of the second one.
  -2